DFT (ωB97M-V/def2-TZVPD) results for a structure of composition C10H11ClNO3 in a non-equilibrium geometry.

Structure (XYZ):
```
26
Properties=species:S:1:pos:R:3
C 2.1509 -2.1621 -0.6240
C 1.0886 -2.6822 0.0428
C -0.0929 -0.4966 0.2128
C 1.7708 0.2121 0.2007
C 2.5673 -0.7119 -0.5370
C -0.1185 -1.8211 0.2594
C -0.7131 1.8065 -0.7245
C -1.7034 1.0256 1.3829
C -2.1625 -0.1608 -0.9039
C -1.1683 0.5414 0.0026
N 2.0702 1.4418 0.7516
O 3.7345 -0.4826 -0.9137
O 1.2436 1.9074 1.5377
O 3.2495 1.9125 0.6185
Cl -1.4711 -2.7928 0.6969
H 2.8289 -2.8160 -1.1290
H 1.0015 -3.7307 0.0927
H -0.0075 2.3114 -0.2116
H -0.3108 1.7177 -1.7605
H -1.6947 2.3808 -0.8281
H -2.2144 0.2347 1.9264
H -0.7073 1.3064 1.8107
H -2.2505 2.0463 1.2332
H -2.6769 -0.8934 -0.2314
H -2.9571 0.5198 -1.2701
H -1.4566 -0.6143 -1.6349
```

Values from the calculation:
Net charge   -1
LUMO (spin up / spin down)   0.1089 / 0.1089 Ha
Relative energy (zero: lowest compared OMol25 entry of this formula, charge and spin)   151.1 kJ/mol
Orbital gap (spin up / spin down)   0.270 / 0.270 hartree
Total energy   -1128.1436 Eh
HOMO level (spin up / spin down)   -4.3739 / -4.3744 eV

Here are the natural (NBO) charges for atoms 1 to 4, given in e:
1 C -0.21
2 C -0.21
3 C 0.11
4 C -0.04